{"formula": "C13H29ClN3O5", "method": "ωB97M-V/def2-TZVPD", "spin_multiplicity": 1, "orbital_gap_ev": 6.940, "e_above_lowest_kcal_mol": 305.43, "charge": -1, "e_homo_ha": -0.1420, "e_tot_ev": -41170.7578, "e_lumo_ev": 3.075, "species": ["Cl", "C", "O", "N", "C", "C", "H", "H", "H", "H", "H", "H", "H", "C", "O", "N", "C", "C", "H", "H", "H", "H", "H", "H", "H", "C", "O", "N", "C", "C", "H", "H", "H", "H", "H", "H", "H", "O", "C", "O", "C", "C", "C", "H", "H", "H", "H", "H", "H", "H", "H"], "xyz": [[4.190, -2.279, 16.880], [5.228, 0.092, 16.607], [5.817, 0.825, 17.427], [5.562, -0.159, 15.352], [4.766, -1.004, 14.523], [6.844, 0.324, 14.834], [4.355, -0.514, 16.897], [5.207, -1.979, 14.318], [4.736, -0.496, 13.559], [3.714, -1.149, 14.769], [7.451, 0.804, 15.602], [7.406, -0.455, 14.319], [6.615, 1.148, 14.157], [4.706, -3.344, 21.049], [3.487, -3.607, 21.110], [5.185, -2.408, 20.217], [6.632, -2.022, 20.172], [4.412, -1.591, 19.288], [5.474, -3.896, 21.613], [7.176, -2.213, 21.097], [6.680, -0.937, 20.087], [7.153, -2.467, 19.324], [4.546, -0.534, 19.518], [4.753, -1.672, 18.256], [3.381, -1.943, 19.265], [6.634, -2.662, 15.702], [7.144, -3.279, 14.811], [7.263, -1.805, 16.453], [6.601, -1.290, 17.583], [8.650, -1.362, 16.318], [5.585, -2.797, 16.008], [6.642, -0.206, 17.474], [6.964, -1.551, 18.577], [5.554, -1.573, 17.694], [8.553, -0.349, 15.928], [9.125, -1.349, 17.299], [9.199, -1.885, 15.534], [2.019, -5.566, 15.023], [2.326, -4.626, 15.681], [1.413, -3.694, 16.182], [-0.024, -3.821, 15.904], [-0.661, -4.852, 16.804], [3.753, -4.409, 16.092], [-0.271, -4.107, 14.882], [-0.440, -2.820, 16.010], [-1.717, -4.604, 16.907], [-0.175, -4.792, 17.778], [-0.497, -5.854, 16.408], [4.184, -3.653, 15.436], [4.202, -5.402, 16.051], [3.893, -3.989, 17.087]], "mulliken_charge": [-0.54, -0.54, -0.68, 0.39, -0.91, -1.45, 1.03, 0.34, 0.35, 0.37, 0.40, 0.40, 0.45, 0.12, -0.64, 0.35, -1.41, -1.90, 0.31, 0.51, 0.36, 0.40, 0.29, 2.34, 0.53, -0.45, -0.72, 0.44, -0.48, -1.05, 0.57, 0.70, 0.57, -2.42, 0.34, 0.25, 0.30, -0.60, 0.51, -0.29, -0.29, -1.13, -0.25, 0.28, 0.39, 0.38, 0.29, 0.28, -0.03, 0.28, 0.26]}

{"formula": "C9H14N2O3", "method": "ωB97M-V/def2-TZVPD", "spin_multiplicity": 1, "orbital_gap_ev": 9.021, "e_above_lowest_kcal_mol": 38.35, "smiles": "C/C=C(/CC)C(=O)NC(=O)NC(C)=O", "e_homo_ha": -0.3141, "e_tot_ev": -18681.6303, "e_lumo_ev": 0.475, "species": ["O", "O", "O", "C", "C", "C", "C", "C", "N", "N", "C", "C", "C", "C", "H", "H", "H", "H", "H", "H", "H", "H", "H", "H", "H", "H", "H", "H"], "xyz": [[1.110, 1.639, 1.695], [-0.716, -0.433, -1.266], [-1.320, -1.948, 2.317], [0.754, 1.038, 0.748], [-1.056, -0.467, -0.059], [-1.996, -2.319, 1.352], [0.703, 2.440, -1.460], [1.186, 1.420, -0.675], [-0.421, 0.236, 0.932], [-1.936, -1.515, 0.169], [-2.922, -3.477, 1.603], [-0.231, 3.456, -1.044], [2.834, -0.597, -0.484], [2.455, 0.653, -1.141], [1.256, 2.681, -2.388], [-0.582, -0.108, 1.874], [-2.715, -1.623, -0.529], [-2.304, -4.391, 1.668], [-3.418, -3.406, 2.565], [-3.626, -3.511, 0.883], [-0.021, 4.289, -1.724], [-1.277, 3.108, -1.169], [-0.232, 3.706, 0.049], [3.227, -0.254, 0.493], [3.640, -1.066, -1.008], [2.057, -1.263, -0.127], [3.242, 1.387, -1.099], [2.307, 0.326, -2.173]], "mulliken_charge": [-0.52, -0.62, -0.64, -0.17, 0.34, 0.75, -0.24, 0.84, 0.00, -0.11, -1.13, -1.17, -1.34, -0.58, 0.35, 0.33, 0.30, 0.27, 0.32, 0.38, 0.37, 0.26, 0.29, 0.32, 0.37, 0.27, 0.38, 0.39]}

{"formula": "C8H12NO", "method": "ωB97M-V/def2-TZVPD", "spin_multiplicity": 1, "orbital_gap_ev": 9.861, "e_above_lowest_kcal_mol": 86.78, "charge": 1, "e_homo_ha": -0.4930, "e_tot_ev": -12016.7849, "e_lumo_ev": -3.555, "species": ["C", "C", "C", "C", "C", "C", "C", "C", "N", "O", "H", "H", "H", "H", "H", "H", "H", "H", "H", "H", "H", "H"], "xyz": [[1.983, 2.805, -0.185], [1.898, 1.682, 0.280], [3.026, -0.840, -0.127], [-1.441, -0.783, -1.027], [-1.932, -0.592, 0.391], [-0.080, -0.145, -1.033], [-0.730, 0.060, 1.073], [1.672, 0.329, 0.782], [0.408, -0.382, 0.280], [2.725, -1.952, -0.298], [2.018, 3.894, -0.265], [4.036, -0.423, -0.209], [-1.272, -1.855, -1.096], [-2.107, -0.276, -1.802], [-2.966, -0.081, 0.395], [-2.205, -1.632, 0.825], [0.466, -0.540, -1.857], [-0.306, 0.912, -1.211], [-0.797, 1.161, 0.862], [-0.529, -0.108, 2.090], [1.758, 0.014, 1.907], [0.637, -1.335, 0.161]], "mulliken_charge": [0.30, -0.84, 0.10, -0.55, -0.47, -0.70, -0.58, -0.27, 0.04, -0.33, 0.41, 0.43, 0.30, 0.31, 0.33, 0.26, 0.35, 0.36, 0.31, 0.45, 0.44, 0.35]}

{"formula": "C2F4", "method": "ωB97M-V/def2-TZVPD", "spin_multiplicity": 1, "orbital_gap_ev": 11.461, "e_above_lowest_kcal_mol": 9.69, "smiles": "FC(F)=C(F)F", "e_homo_ha": -0.3930, "e_tot_ev": -12941.9248, "e_lumo_ev": 0.768, "species": ["C", "C", "F", "F", "F", "F"], "xyz": [[0.648, 0.006, -0.058], [-0.643, 0.002, -0.086], [1.547, 1.018, 0.084], [1.333, -1.128, -0.019], [-1.409, 1.160, -0.010], [-1.475, -1.058, 0.089]], "mulliken_charge": [0.40, 0.37, -0.20, -0.19, -0.20, -0.19]}

{"formula": "C7H12Cl2OS", "method": "ωB97M-V/def2-TZVPD", "spin_multiplicity": 1, "orbital_gap_ev": 8.387, "e_above_lowest_kcal_mol": 9.14, "e_homo_ha": -0.3265, "e_tot_ev": -45377.5332, "e_lumo_ev": -0.496, "species": ["C", "C", "C", "C", "C", "C", "C", "O", "S", "Cl", "Cl", "H", "H", "H", "H", "H", "H", "H", "H", "H", "H", "H", "H"], "xyz": [[-2.589, 2.144, 1.304], [0.330, -2.106, -0.926], [-1.588, 1.941, 0.206], [1.196, -0.824, -0.636], [-0.755, 0.624, 0.223], [0.438, 0.505, -0.705], [1.411, 1.199, 2.552], [-3.737, 2.481, 1.165], [1.427, 1.382, 4.210], [-1.883, 2.079, 3.001], [2.778, 1.765, 1.834], [-0.513, -2.162, -0.293], [-0.005, -1.952, -1.928], [1.034, -2.948, -0.977], [-2.064, 2.081, -0.725], [-1.012, 2.757, 0.229], [2.032, -0.949, -1.238], [1.412, -0.758, 0.425], [-1.395, -0.114, 0.076], [-0.379, 0.565, 1.149], [-0.016, 0.681, -1.642], [1.085, 1.242, -0.511], [0.297, 0.706, 4.520]], "mulliken_charge": [0.38, -1.19, -1.00, -0.49, -0.46, -0.90, 0.03, -0.46, -0.11, -0.19, -0.11, 0.36, 0.28, 0.35, 0.44, 0.55, 0.46, 0.18, 0.47, 0.34, 0.49, 0.41, 0.15]}

{"formula": "C4H13NO2", "method": "ωB97M-V/def2-TZVPD", "spin_multiplicity": 1, "orbital_gap_ev": 10.353, "e_above_lowest_kcal_mol": 41.66, "smiles": "C=NCCC.O.O", "e_homo_ha": -0.3531, "e_tot_ev": -9942.3902, "e_lumo_ev": 0.746, "species": ["C", "C", "C", "C", "N", "H", "H", "H", "H", "H", "H", "H", "H", "H", "H", "H", "O", "H", "H", "O"], "xyz": [[-0.345, 0.861, -1.460], [-0.464, -0.384, -0.625], [0.097, -0.080, 0.745], [2.166, -0.078, 1.944], [1.546, 0.183, 0.885], [-1.136, 1.623, -1.277], [0.561, 1.413, -1.235], [-0.308, 0.740, -2.539], [0.044, -1.148, -1.284], [-1.462, -0.815, -0.653], [-0.187, -0.843, 1.483], [-0.524, 0.797, 1.066], [1.716, -0.366, 2.897], [3.246, 0.101, 1.885], [-2.323, -4.170, -1.168], [-1.954, -3.935, 0.279], [-2.637, -3.755, -0.365], [-0.042, 3.137, -0.474], [1.131, 3.297, 0.409], [0.875, 3.423, -0.512]], "mulliken_charge": [-1.31, -0.32, -0.59, -0.29, -0.37, 0.25, 0.48, 0.35, 0.27, 0.31, 0.49, 0.23, 0.26, 0.26, 0.32, 0.31, -0.64, 0.33, 0.31, -0.66]}